No. 1
Here is a cluster of 8 separate species, C31H56FN2O24P in total in a non-equilibrium geometry from OMol25. Energies are from the ωB97M-V functional and the def2-TZVPD basis.

XYZ file:
```
115
Properties=species:S:1:pos:R:3:forces:R:3:lowdin_charge:R:1
P -2.3626 0.7595 -0.6018 0.2913 -0.1501 2.2827 0.77
F -5.0917 -0.1194 -1.4457 1.1207 -0.7999 0.2026 -0.05
O 6.3535 -1.6037 0.1247 -0.1278 0.1145 -0.0642 0.00
O 1.4869 -6.8127 1.9735 -0.1166 -0.2209 -0.0080 0.01
O 4.6879 -0.3935 -0.5449 0.1206 -0.0663 0.0384 -0.01
O -1.4058 -3.0977 12.5464 -0.0940 -0.0060 -0.1125 0.00
O -0.5197 5.8543 -1.9244 -0.1109 -0.1322 -0.0783 0.00
O -0.5358 -1.3325 -1.6069 -1.5149 0.3015 0.3519 0.00
O 4.9200 8.0300 -10.6182 -0.0979 -0.1330 0.0118 0.00
O -1.9202 -1.8780 -3.2851 0.1156 -0.1211 0.7071 0.13
O -4.6766 -4.3262 6.9927 0.0441 0.1657 0.0670 -0.01
O 0.5233 -8.7498 2.0475 0.0264 0.1161 -0.0026 0.00
O -1.3685 -2.9558 10.2849 -0.0415 0.0120 0.1207 0.12
O 6.7795 0.4626 -0.6989 -0.0982 -0.1004 0.0310 0.13
O -4.1181 -2.2931 7.4869 -0.1084 -0.1185 -0.3518 -0.04
O -3.0159 -3.3416 5.8096 -0.0765 0.0147 0.0650 0.13
O 1.9013 4.1228 -7.1337 -0.1744 0.1927 0.0028 -0.01
O 2.6736 7.9690 -10.3328 0.1256 -0.0514 -0.0224 0.12
O -0.3461 4.2506 -7.4105 0.1575 0.0325 0.0288 0.13
O -3.2723 -3.2824 11.4662 0.2202 -0.0318 0.1302 0.01
O -2.3806 6.3208 -3.1286 0.1213 -0.1149 0.0441 0.12
O 0.9504 6.0672 -7.0245 0.1137 -0.2409 -0.0205 0.00
O 3.9491 6.1016 -10.4588 0.0706 0.1673 -0.0228 0.01
O -0.7682 -6.8910 2.1629 0.0977 -0.1168 -0.0096 0.12
O -0.6682 -3.0067 0.1073 0.7745 1.2747 -0.3599 -0.05
O -1.6404 4.2091 -2.7758 0.0905 0.1016 0.1067 -0.02
N -2.8069 -0.3674 -1.8678 1.5052 0.9058 1.7767 -0.13
N -1.7018 0.1354 0.6860 -0.4944 0.4707 -0.3953 -0.25
C 6.0184 -0.4215 -0.4032 -0.0693 -0.1330 0.0570 -0.61
C 0.3057 -7.4282 2.0706 0.1999 0.0590 -0.0096 -0.61
C -1.7434 -1.2425 -2.2755 -0.5980 -0.7039 -1.9291 -0.51
C 1.4067 -5.3849 1.9854 0.0996 0.3904 0.0044 -0.04
C -3.3052 -1.1407 7.2608 0.2429 0.3439 -0.0173 -0.04
C 0.0085 -2.9083 12.5491 0.3501 0.0385 0.0902 -0.05
C -1.5937 5.5412 -2.6574 0.1060 -0.0497 0.0529 -0.62
C 1.8122 2.7100 -7.3150 0.0742 -0.3606 -0.0320 -0.04
C 1.2518 -0.9572 3.4798 -0.8663 -1.1489 -2.0444 -0.09
C 0.0153 -2.3421 1.1215 0.8018 1.2159 3.1103 -0.28
C 2.7654 5.3224 -10.2940 -0.3382 -0.2781 0.0289 -0.03
C 3.7389 7.4222 -10.4572 0.1145 -0.0987 0.0160 -0.61
C -4.0704 -1.0919 -1.6031 -0.7768 -0.9170 -1.0034 -0.36
C -3.8510 -3.3220 6.6743 -0.0555 0.0223 0.0610 -0.61
C 4.8469 9.4547 -10.6359 0.0704 0.3633 -0.0161 -0.05
C -0.2237 6.8776 -7.0785 -0.3505 0.3364 0.0035 -0.03
C 0.7246 4.7629 -7.2097 0.1345 0.0596 0.1088 -0.63
C 7.7548 -1.7752 0.3336 0.3498 -0.1304 0.0891 -0.04
C 4.1874 0.8200 -1.1054 -0.2502 0.2898 -0.1271 -0.04
C -0.2319 -2.6657 -1.1959 1.3417 -1.8145 -0.3616 -0.19
C -3.9913 -3.3046 10.2309 -0.2638 -0.0093 -0.1103 -0.03
C 0.1542 -1.9281 3.6237 0.5072 0.3883 -1.3947 -0.08
C 1.1030 -1.4136 0.9711 0.3593 0.2174 1.5700 -0.02
C -4.5020 -5.5006 6.1989 -0.0104 -0.3687 -0.1686 -0.04
C -0.3415 7.2551 -1.7155 0.1231 0.3523 0.1079 -0.04
C -4.0267 -2.1276 -0.4222 -0.6631 0.3576 -0.2315 -0.01
C -0.4578 -2.6006 2.4939 1.4627 1.2900 -0.0607 -0.02
C -0.6607 -9.5388 2.1442 -0.2264 -0.2547 0.0163 -0.05
C 1.7468 -0.7131 2.1466 -2.2659 -1.8346 -0.2213 -0.05
C -2.7438 3.7276 -3.5434 -0.3259 -0.2183 -0.2440 -0.04
C -1.9570 -3.0978 11.3268 -0.1837 -0.0313 0.1159 -0.61
H -3.6517 -4.1277 9.6021 0.0888 0.1552 -0.0209 0.10
H -2.6802 2.6405 -3.5720 0.2217 0.0765 0.1302 0.08
H -1.2919 -3.3091 2.6779 0.6922 0.5557 -0.2545 0.12
H 0.8863 -2.7884 -1.2591 -1.0481 0.4930 0.1292 0.15
H -3.4972 -5.9048 6.3254 -0.0083 0.1299 -0.1269 0.10
H -2.2573 0.3176 1.5262 0.2592 -0.1954 -0.3527 -0.01
H -0.1994 7.7710 -2.6656 -0.1616 -0.0231 0.0430 0.10
H 4.4578 9.8321 -9.6897 -0.1220 -0.0418 -0.1130 0.10
H -0.2191 -2.1372 4.6538 0.2096 0.0878 -1.0650 0.09
H 3.0524 4.2722 -10.3107 0.2611 0.1466 -0.0310 0.10
H -2.2533 -1.3730 7.4309 -0.0639 -0.0524 -0.1206 0.10
H -1.3239 -9.3433 1.3007 -0.0277 0.1061 0.1333 0.10
H 0.5550 7.3857 -1.1122 -0.0302 -0.2654 -0.0408 0.09
H 1.6747 -0.4381 4.3720 -0.4116 -0.5603 -0.9335 0.09
H 5.8583 9.8338 -10.7712 0.0165 -0.2679 0.0037 0.09
H -3.1056 -2.0372 0.1989 -0.7126 -0.0649 -0.5471 0.06
H 4.2325 9.7985 -11.4688 -0.0905 -0.0354 0.1423 0.10
H -1.1734 -9.3498 3.0881 -0.0481 0.1071 -0.1253 0.10
H -3.6893 4.0055 -3.0760 0.0674 0.1295 -0.0943 0.10
H 7.9042 -2.7645 0.7624 -0.2666 0.0305 -0.0375 0.09
H -2.6949 4.1032 -4.5659 -0.0645 0.0868 0.1033 0.10
H 0.9771 -5.0304 2.9220 -0.1191 -0.0329 -0.1358 0.09
H -3.4567 -0.7544 6.2523 0.0977 -0.1261 0.0123 0.10
H 2.2954 5.5354 -9.3343 -0.0075 0.1341 -0.1266 0.08
H -0.6449 -3.4527 -1.8831 -0.0658 1.1197 0.5925 0.16
H -3.8888 -2.3569 9.7113 0.1277 -0.1367 0.0673 0.08
H 1.4221 2.4722 -8.3055 -0.1328 0.0206 0.1187 0.10
H 1.1916 2.2604 -6.5391 -0.0939 0.0545 -0.1416 0.10
H 2.0692 5.5021 -11.1143 -0.0065 0.1154 0.1166 0.10
H -0.3616 -10.5852 2.1152 0.2213 0.1426 -0.0177 0.09
H -3.6115 -0.3773 7.9744 -0.1526 -0.2079 0.0470 0.09
H -0.9238 6.5945 -6.2912 -0.0117 -0.1010 -0.1337 0.09
H 2.5675 0.0100 1.9666 -0.6741 -0.6687 0.0241 0.09
H -5.0437 -3.4590 10.4630 0.1305 -0.0092 0.2263 0.10
H 8.2946 -1.7213 -0.6124 -0.0278 0.1545 0.0732 0.10
H -3.5608 1.4220 -0.1773 0.3607 -0.0702 -1.2009 0.03
H -5.2204 -6.2413 6.5458 -0.0390 0.2226 0.1530 0.09
H 0.5061 -3.7155 12.0105 -0.0485 0.1317 -0.1016 0.10
H 4.4188 1.6681 -0.4600 0.1386 -0.0406 -0.1114 0.10
H -4.1148 -3.1481 -0.8858 0.1775 0.9320 0.6478 0.09
H -1.5005 1.7254 -1.2196 -0.6797 -0.6855 -0.3682 0.02
H 0.3404 -2.9265 13.5857 -0.2646 -0.0352 0.0029 0.09
H -4.9317 -1.9446 0.2210 0.8894 -0.2704 -0.5759 0.09
H -0.6966 6.8056 -8.0583 -0.0289 -0.1211 0.1037 0.10
H 2.8190 2.3043 -7.2321 0.0209 0.2657 0.0355 0.09
H 2.4200 -4.9955 1.9015 0.0203 -0.2599 0.0035 0.10
H 8.1334 -1.0314 1.0353 -0.0055 0.0545 -0.1634 0.10
H 4.5893 0.9775 -2.1068 0.1020 0.0588 0.1271 0.10
H -4.7015 -5.2882 5.1483 0.1684 0.0359 0.0503 0.10
H 0.8267 -5.0246 1.1356 -0.1216 -0.0609 0.1523 0.08
H 1.5039 -1.1793 -0.0405 -0.3966 -0.0982 1.0090 0.09
H 0.0765 7.9111 -6.9164 0.2608 -0.1602 -0.0045 0.10
H -1.1897 7.6743 -1.1732 -0.0239 -0.0087 -0.1718 0.10
H 0.2683 -1.9409 12.1178 -0.0133 -0.1258 -0.1162 0.10
H -4.3279 -1.6259 -2.5577 0.3222 0.5709 0.9033 0.15
H 3.1044 0.7287 -1.1755 0.0810 -0.2308 0.1005 0.09
```
Positions in Å, forces in eV/Å.

For the lowest unoccupied orbital energy, the calculation gives 0.28 eV. The value obtained for the largest force on an atom is 3.43 eV/Å. The total energy is -3571.267421 Eh. Its HOMO energy is -8.3 eV. For the gap between HOMO and LUMO, the calculation gives 8.6 eV.

No. 2
Here is a cluster of 4 separate species, C31H57BN4O3 in total from OMol25. Energies are from the ωB97M-V functional and the def2-TZVPD basis.

XYZ file:
```
96
Properties=species:S:1:pos:R:3:forces:R:3:lowdin_charge:R:1
O -1.5241 1.9977 -0.1270 -0.7069 0.1217 -0.2524 0.12
O -3.1415 -3.8798 2.7726 -0.5150 -0.3683 -0.4065 0.13
O 0.4282 -2.0150 5.5700 0.6127 0.2070 0.4022 0.13
N -3.8797 3.8856 -4.7808 0.0029 0.0113 0.1417 -0.20
N -2.7139 -0.4011 7.6773 -0.1654 0.1484 0.1266 0.11
N 5.3900 1.3959 5.1506 -0.0961 0.0153 0.0968 -0.20
N 0.3037 -3.4204 -3.8838 -0.0227 -0.0849 -0.0798 -0.20
C 0.8050 -4.5160 -4.6938 0.0193 -0.1669 -0.0251 -0.25
C 3.4351 -0.1883 4.6663 -0.0800 0.0349 0.0715 -0.08
C -0.2745 -0.1642 3.4057 -0.3047 -0.2391 -0.3851 0.02
C 0.2228 -2.3760 -1.6439 -0.0157 0.0494 0.0909 -0.09
C -3.3180 4.3800 -6.0227 -0.0337 0.0078 -0.1175 -0.28
C -0.6420 0.4629 2.2182 -0.3601 -0.4852 0.1576 -0.01
C 7.7889 1.2197 4.5548 0.0169 -0.0197 -0.0265 -0.09
C 4.2111 0.7041 5.6416 -0.0692 -0.1112 0.1078 -0.25
C 2.2619 -4.4567 -5.1679 -0.0179 -0.0364 -0.0832 -0.09
C 5.1476 2.5265 4.2730 0.0882 0.1733 -0.1165 -0.25
C 0.9653 -3.2966 -2.5992 0.0171 0.0969 0.0640 -0.27
C -4.8814 2.8431 -4.9159 -0.1937 -0.0715 -0.1066 -0.25
C -2.7094 -3.0346 3.5094 0.0952 0.1954 0.2643 -0.34
C -2.8141 -3.1308 4.9850 0.2322 0.1854 0.1800 0.08
C -2.8458 -1.6509 7.7797 0.3209 -0.0610 -0.1156 -0.23
C -4.3747 4.8962 -6.9884 0.0143 -0.0066 -0.0344 -0.09
C -4.4945 1.5640 -5.6697 -0.0462 -0.0511 0.0618 -0.08
C -2.9278 0.0241 -1.0212 0.5179 0.6318 0.2069 0.01
C -1.8333 -2.6530 7.2489 -0.0060 0.0900 0.1591 -0.12
C 6.4588 0.5047 4.7433 0.1050 0.0053 -0.0670 -0.28
C -0.6693 -1.9846 5.0814 -0.5071 0.0343 -0.3610 -0.30
C -1.8408 -2.6311 5.7456 -0.1510 -0.1635 0.2108 -0.14
C -1.6851 -0.0384 1.4150 0.1577 0.3082 0.1905 -0.07
C 4.8376 2.2410 2.7976 -0.0617 0.0755 -0.0006 -0.08
C -2.8942 3.6892 -3.7328 0.1358 0.0755 0.1291 -0.25
C -0.9752 -1.3016 3.7984 0.0603 0.1807 -0.1399 -0.08
C -1.8054 2.6338 -3.9536 0.0257 -0.0574 0.1138 -0.08
C 1.2398 -1.2505 -4.8723 -0.0367 0.0227 -0.0752 -0.08
C -2.0071 -1.8249 3.0180 0.2850 0.5228 -0.2746 -0.08
C -2.3511 -1.2046 1.8238 0.4369 0.2489 0.1201 0.05
C 0.0486 -2.1717 -4.5803 -0.0945 0.2043 0.0123 -0.25
B -2.0375 0.7359 0.0742 -0.3163 -0.7974 0.1207 -0.45
H -2.7016 3.6267 -6.5389 0.0146 0.0240 -0.0239 0.10
H 8.0444 1.8001 5.4421 -0.0305 0.0198 0.0015 0.08
H 4.9050 3.1683 2.2248 0.0045 0.0019 0.0107 0.07
H 0.8737 -0.2699 -5.1839 -0.0111 -0.0056 0.0048 0.07
H 0.2544 -1.3350 -1.9721 -0.0029 -0.0020 0.0073 0.06
H -0.1247 1.3516 1.8907 0.1347 0.1006 0.0125 0.11
H 2.8821 0.3983 3.9324 0.0711 -0.0022 -0.0671 0.04
H -3.8313 0.9256 -5.0877 0.0575 0.0229 -0.0366 0.05
H -2.2007 1.6212 -3.8756 0.0032 -0.0123 -0.0735 0.05
H -3.4217 3.4646 -2.8015 -0.0646 -0.0456 -0.0424 0.11
H 2.7066 -0.7876 5.2142 -0.0071 -0.0122 0.0030 0.05
H 2.9497 -4.2388 -4.3504 -0.0094 0.0167 0.0157 0.07
H 2.0071 -2.9495 -2.6894 0.0095 -0.0081 0.0314 0.10
H -1.7445 2.5946 0.5946 0.5410 0.0403 0.1567 0.11
H 3.5294 1.4480 6.0636 0.0297 0.0602 -0.0526 0.11
H 6.2196 -0.0512 3.8227 0.0280 -0.0236 0.0039 0.10
H -1.9941 -3.6540 7.6381 -0.1957 -0.1057 0.0010 0.12
H -0.6814 -1.6030 -3.9965 0.0255 -0.0257 0.0405 0.09
H 4.5260 0.0868 6.4891 0.0709 -0.0071 -0.0366 0.11
H 1.0110 -4.2927 -2.1515 0.0071 -0.0446 -0.0822 0.12
H 0.6762 -2.4193 -0.6524 0.0193 0.0049 -0.0078 0.08
H -5.0188 5.6287 -6.5006 -0.0107 -0.0209 0.0278 0.08
H -3.8928 5.3793 -7.8394 0.0037 -0.0118 -0.0055 0.07
H 2.5490 -5.4233 -5.5872 -0.0096 -0.0041 0.0110 0.07
H 4.0885 -0.8795 4.1330 0.0253 0.0205 -0.0192 0.07
H -1.3176 2.7452 -4.9228 -0.0233 -0.0016 -0.0196 0.07
H -0.8217 -2.6783 -1.5504 -0.0078 -0.0017 -0.0365 0.08
H 2.4079 -3.7129 -5.9502 0.0157 0.0456 0.0374 0.05
H -4.0105 1.7818 -6.6228 0.0056 0.0212 -0.0004 0.07
H -1.0383 2.7341 -3.1832 -0.0117 0.0158 0.0109 0.07
H -5.3932 0.9833 -5.8873 -0.0036 0.0100 0.0045 0.07
H -3.7344 -2.0301 8.2721 -0.1897 -0.0822 0.0401 0.10
H -5.0002 4.0935 -7.3809 -0.0086 0.0048 0.0060 0.06
H -3.5496 0.7466 -1.5462 -0.0180 0.0397 -0.1537 0.06
H -1.8337 -0.1649 7.2155 0.0419 0.0603 -0.0265 0.05
H 4.3363 3.1195 4.7024 -0.0432 -0.0804 0.0488 0.11
H 0.5283 0.2065 4.0226 0.1006 0.0315 0.0734 0.10
H 7.7770 1.8907 3.6950 0.0021 0.0085 0.0077 0.06
H -3.6777 -3.6138 5.4138 -0.0887 -0.3041 -0.0478 0.14
H -3.1463 -1.6211 1.2285 -0.1081 -0.1205 -0.0609 0.11
H 6.0238 3.1794 4.3133 0.0290 -0.0551 0.0024 0.10
H -2.2493 -0.4303 -1.7454 -0.0545 -0.1543 -0.1870 0.06
H 6.5815 -0.2436 5.5306 -0.0940 -0.0094 0.0174 0.12
H 5.5465 1.5371 2.3596 0.0101 -0.0108 0.0160 0.07
H 0.6724 -5.4349 -4.1135 0.0107 0.0435 0.0636 0.11
H 1.8691 -1.6304 -5.6757 0.0511 -0.0298 0.0468 0.05
H -0.8565 -2.3323 7.6010 0.2038 -0.0624 -0.0249 0.11
H -5.7548 3.2762 -5.4113 0.0452 0.0301 -0.0308 0.10
H 1.8646 -1.0981 -3.9911 -0.0060 -0.0142 0.0155 0.07
H 8.5805 0.4885 4.3863 -0.0040 -0.0023 -0.0126 0.07
H -5.2298 2.5779 -3.9146 0.0891 0.0276 0.0474 0.11
H -0.4635 -2.4058 -5.5166 0.0422 -0.0940 -0.0083 0.11
H 3.8327 1.8457 2.6549 0.0265 -0.0726 -0.0057 0.05
H -2.4042 4.6532 -3.5605 -0.0146 0.0186 -0.0871 0.11
H -2.6480 5.2074 -5.7746 0.0350 -0.0412 0.0798 0.12
H 0.1517 -4.6252 -5.5636 -0.0188 0.0810 -0.0014 0.11
H -3.5584 -0.7490 -0.6004 -0.0614 -0.2094 -0.0559 0.05
```
Positions in Å, forces in eV/Å.

For the lowest unoccupied orbital energy, the calculation gives -1.20 eV. The value obtained for the largest force on an atom is 0.87 eV/Å. The total energy is -1684.977330 Eh. Its HOMO energy is -8.1 eV. For the gap between HOMO and LUMO, the calculation gives 6.9 eV.